# 1
{"formula": "C31H31N2O2", "method": "the ωB97M-V functional and the def2-TZVPD basis", "largest_force_ev_per_a": 2.02, "charge": 1, "gap_ev": 6.724, "homo_ev": -9.7, "de_lowest_kj_mol": 69.8, "species": ["O", "O", "N", "N", "C", "C", "C", "C", "C", "C", "C", "C", "C", "C", "C", "C", "C", "C", "C", "C", "C", "C", "C", "C", "C", "C", "C", "C", "C", "C", "C", "C", "C", "C", "C", "H", "H", "H", "H", "H", "H", "H", "H", "H", "H", "H", "H", "H", "H", "H", "H", "H", "H", "H", "H", "H", "H", "H", "H", "H", "H", "H", "H", "H", "H", "H"], "xyz": [[4.133, 1.976, -3.777], [-5.752, 1.768, -2.484], [1.058, -2.250, 1.027], [1.041, -1.170, 2.928], [-2.296, -1.591, 1.666], [0.718, 1.870, -1.493], [3.450, -2.943, 1.060], [4.436, -3.161, 2.030], [-2.922, 2.324, -0.359], [4.441, -2.442, 3.235], [-3.443, 2.500, -3.090], [-2.652, -3.801, 3.381], [1.774, 1.341, -3.620], [2.400, -2.111, 1.417], [0.647, 1.366, -2.808], [-6.386, 1.890, -3.765], [1.980, 2.071, -0.915], [3.000, 1.735, -3.064], [0.643, -2.649, -0.302], [0.248, -1.828, 2.034], [-3.577, -1.990, 2.076], [-1.160, -2.220, 2.244], [4.576, 2.302, -1.407], [5.187, 2.345, -2.806], [3.139, 1.985, -1.681], [-4.208, 2.160, -0.798], [0.615, -0.205, 3.927], [-3.770, -3.092, 2.918], [-1.364, -3.359, 3.071], [-1.854, 2.424, -1.256], [-0.507, 2.152, -0.646], [2.390, -1.419, 2.626], [-4.479, 2.135, -2.189], [-2.139, 2.675, -2.600], [3.448, -1.494, 3.526], [-0.307, 1.058, -3.243], [3.439, -0.905, 4.445], [5.217, -2.655, 3.970], [-3.691, 2.627, -4.147], [-6.069, 1.074, -4.427], [0.455, -1.765, -0.942], [1.458, -3.242, -0.731], [0.306, 0.745, 3.446], [-1.331, 2.940, -3.284], [6.010, 1.635, -2.923], [5.195, -3.924, 1.859], [5.562, 3.338, -3.072], [-5.026, 2.047, -0.090], [-6.220, 2.869, -4.239], [-7.439, 1.763, -3.497], [3.431, -3.467, 0.109], [-4.457, -1.445, 1.732], [-2.699, 2.255, 0.703], [1.737, 1.108, -4.681], [-0.241, -0.580, 4.503], [-2.763, -4.697, 3.999], [-0.281, -3.233, -0.249], [-0.273, 2.866, 0.162], [-0.713, 1.248, -0.106], [1.478, -0.023, 4.583], [2.052, 2.417, 0.113], [4.715, 3.241, -0.868], [-0.483, -3.895, 3.455], [-4.775, -3.408, 3.211], [-2.155, -0.797, 0.923], [5.056, 1.513, -0.819]], "mulliken_charge": [-0.519, -0.428, 0.533, 0.492, -0.021, 0.605, -0.949, -0.686, -0.634, -0.623, -0.436, -0.617, -1.007, 0.773, -0.606, -0.802, -0.711, -0.017, -0.735, -0.107, -0.673, -0.404, -0.564, -0.376, 0.657, -0.695, -0.757, -0.413, -0.196, -0.287, -0.179, 0.904, 0.658, -0.484, -0.943, 0.747, 0.344, 0.390, 0.398, 0.316, 0.252, 0.288, 0.269, 0.775, 0.277, 0.395, 0.283, 0.447, 0.337, 0.252, 0.382, 0.457, 0.484, 0.430, 0.325, 0.383, 0.337, 0.395, -0.236, 0.293, 0.427, 0.314, 0.404, 0.400, 0.488, 0.191]}



# 2
{"formula": "C27H23ClF6MnOP", "method": "the ωB97M-V functional and the def2-TZVPD basis", "largest_force_ev_per_a": 3.35, "multiplicity": 5, "gap_ev": [4.346, 5.845], "homo_ev": [-6.6, -6.6], "de_lowest_kj_mol": 97.6, "species": ["Mn", "Cl", "P", "F", "F", "F", "F", "F", "F", "O", "C", "C", "C", "C", "C", "C", "C", "C", "C", "C", "C", "C", "C", "C", "C", "C", "C", "C", "C", "C", "C", "C", "C", "C", "C", "C", "C", "H", "H", "H", "H", "H", "H", "H", "H", "H", "H", "H", "H", "H", "H", "H", "H", "H", "H", "H", "H", "H", "H", "H"], "xyz": [[-1.740, -0.200, -0.428], [-0.651, 0.707, -2.245], [3.206, 0.524, -0.296], [-2.789, -2.492, -1.730], [-2.224, -4.618, -1.789], [0.780, -3.937, 1.144], [-0.861, -3.084, -2.595], [1.036, -4.092, -1.022], [-0.302, -5.487, 0.016], [-0.648, -1.869, -0.126], [3.379, -2.496, -2.989], [3.658, -0.492, -1.667], [3.599, 4.990, -1.032], [4.414, -0.953, 3.846], [3.607, -0.062, 1.330], [4.177, -1.349, 1.469], [4.804, -0.135, -2.409], [-0.788, 1.535, 0.548], [3.368, 2.261, -0.553], [-2.157, 0.065, 1.722], [-1.725, -3.366, -1.592], [4.333, 3.011, 0.155], [2.478, 2.890, -1.462], [-2.158, 1.860, 0.246], [2.895, -1.633, -2.014], [3.790, 0.295, 3.721], [4.572, -2.192, -3.665], [0.119, -4.181, -0.020], [-2.124, -3.466, 0.920], [4.560, -1.790, 2.729], [4.439, 4.376, -0.092], [-2.995, 0.982, 1.002], [5.263, -1.000, -3.397], [-0.786, 0.388, 1.423], [3.332, 0.724, 2.479], [-1.101, -3.145, -0.157], [2.613, 4.249, -1.704], [-2.488, 2.669, -0.404], [-4.072, 1.051, 1.092], [1.946, -1.808, -1.508], [2.796, 1.669, 2.372], [0.105, 2.067, 0.219], [1.952, 4.730, -2.428], [4.347, -1.955, 0.577], [0.101, -0.077, 1.848], [5.011, -2.777, 2.835], [-2.491, -0.694, 2.430], [6.172, -0.749, -3.949], [-1.683, -3.258, 1.901], [4.966, -2.890, -4.408], [2.832, -3.413, -3.218], [4.803, -1.270, 4.815], [-2.993, -2.809, 0.802], [3.682, 0.943, 4.593], [-2.448, -4.510, 0.872], [3.715, 6.053, -1.249], [4.993, 2.508, 0.863], [5.191, 4.960, 0.443], [5.321, 0.798, -2.176], [1.707, 2.287, -1.946]], "mulliken_spin": [4.242, 0.009, 0.001, 0.010, 0.002, 0.000, 0.000, 0.000, 0.000, -0.004, 0.000, -0.001, 0.000, 0.000, -0.001, 0.000, 0.000, -0.051, 0.000, -0.144, 0.013, 0.000, 0.002, -0.186, -0.003, 0.000, 0.000, -0.006, -0.005, 0.000, 0.000, 0.110, 0.000, -0.009, 0.001, -0.011, 0.000, 0.009, 0.005, 0.006, 0.000, -0.002, 0.000, 0.000, 0.001, 0.000, 0.004, 0.000, 0.000, 0.000, 0.000, 0.000, 0.008, 0.000, 0.001, 0.000, 0.000, 0.000, 0.000, -0.001]}



# 3
{"formula": "C3H4N2OS", "method": "the ωB97M-V functional and the def2-TZVPD basis", "largest_force_ev_per_a": 1.87, "gap_ev": 8.905, "homo_ev": -8.2, "de_lowest_kj_mol": 66.9, "smiles": "Oc1c[nH]c(S)n1", "species": ["S", "O", "N", "N", "C", "C", "C", "H", "H", "H", "H"], "xyz": [[-2.831, -0.495, -0.070], [2.259, -1.098, -0.039], [-0.588, 1.006, 0.033], [-0.140, -1.155, -0.003], [1.036, -0.445, -0.034], [-1.078, -0.256, 0.028], [0.796, 0.871, -0.023], [-2.701, -1.740, 0.339], [-1.074, 1.909, -0.062], [1.469, 1.732, -0.051], [2.852, -0.329, -0.118]], "mulliken_charge": [-0.270, -0.483, -0.054, -0.547, 0.577, 0.259, -0.483, 0.157, 0.209, 0.328, 0.307]}



# 4
{"formula": "C3H4BrNO", "method": "the ωB97M-V functional and the def2-TZVPD basis", "largest_force_ev_per_a": 1.90, "gap_ev": 10.008, "homo_ev": -9.5, "de_lowest_kj_mol": 200.7, "smiles": "O=CC/C=N/Br", "species": ["Br", "O", "N", "C", "C", "C", "H", "H", "H", "H"], "xyz": [[3.335, 0.453, 0.023], [-0.066, -1.846, 0.200], [1.563, 0.080, -0.363], [-0.799, 0.366, -0.191], [-0.987, -1.124, -0.044], [0.633, 0.681, 0.225], [0.849, 1.417, 1.024], [-1.344, 1.054, 0.397], [-1.219, 0.508, -1.256], [-1.962, -1.590, -0.015]], "mulliken_charge": [-0.078, -0.428, -0.362, -0.491, -0.027, 0.027, 0.417, 0.317, 0.226, 0.398]}



# 5
{"formula": "C25H58N3O6S5", "method": "the ωB97M-V functional and the def2-TZVPD basis", "largest_force_ev_per_a": 3.46, "charge": 1, "gap_ev": 7.686, "homo_ev": -10.2, "species": ["S", "S", "S", "S", "S", "O", "O", "O", "O", "O", "O", "N", "N", "N", "C", "C", "C", "C", "C", "C", "C", "C", "C", "C", "C", "C", "C", "C", "C", "C", "C", "C", "C", "C", "C", "C", "C", "C", "C", "H", "H", "H", "H", "H", "H", "H", "H", "H", "H", "H", "H", "H", "H", "H", "H", "H", "H", "H", "H", "H", "H", "H", "H", "H", "H", "H", "H", "H", "H", "H", "H", "H", "H", "H", "H", "H", "H", "H", "H", "H", "H", "H", "H", "H", "H", "H", "H", "H", "H", "H", "H", "H", "H", "H", "H", "H", "H"], "xyz": [[-3.233, 2.329, -8.237], [7.209, -0.704, 5.889], [-2.570, -1.050, -7.018], [0.881, -4.356, 6.312], [1.353, 0.624, 4.398], [-0.881, 1.484, -3.361], [-4.346, 1.920, -7.334], [1.934, -3.388, 6.743], [6.466, 0.290, 5.056], [0.431, -0.348, 3.727], [-1.395, -0.446, -7.716], [0.513, 1.152, -5.167], [0.877, 0.865, -0.688], [2.565, 0.655, -2.158], [1.142, 0.428, 6.175], [1.530, -5.266, 4.898], [-0.731, -2.061, 0.077], [-2.292, 2.891, 4.334], [-1.634, -1.077, -0.759], [1.296, -0.481, -0.529], [-3.966, 3.184, -9.645], [0.681, -1.480, 0.485], [0.975, 3.092, -3.520], [6.004, -1.527, 6.949], [-2.460, 3.790, -7.514], [-2.124, 0.199, 0.042], [1.626, 1.507, -1.633], [-2.865, -2.669, -7.753], [0.114, 1.858, -3.960], [-1.990, -1.672, -5.426], [2.380, -0.591, -1.472], [-0.357, -3.428, 5.386], [1.258, 2.990, -1.945], [-3.613, 0.738, 2.050], [7.550, -2.134, 4.846], [-2.124, 2.826, 2.745], [-3.477, 2.314, 2.079], [3.011, -0.072, 4.328], [-3.621, 0.133, 0.565], [0.922, 0.242, -4.931], [-1.940, 3.898, 2.428], [-1.220, 2.237, 2.430], [-3.202, -2.523, -8.779], [0.124, -2.844, 4.599], [8.260, -1.837, 4.076], [2.354, -5.892, 5.240], [-0.612, -3.015, -0.505], [0.491, 4.081, -3.748], [0.745, -5.898, 4.479], [6.628, -2.480, 4.376], [2.003, 3.744, -1.585], [-3.211, 3.510, 4.539], [1.895, -4.568, 4.142], [-4.574, 0.399, 2.529], [0.654, -0.939, 1.498], [3.013, -1.499, -1.643], [-2.034, 1.096, -0.645], [0.147, 1.411, -0.228], [-4.630, 3.977, -9.296], [-1.308, -2.337, 1.011], [0.258, 3.174, -1.449], [-1.082, -4.119, 4.953], [3.337, -0.085, 3.288], [0.142, 0.769, 6.442], [-1.117, -0.717, -1.700], [-2.792, -2.225, -4.937], [3.237, 0.898, -2.883], [7.985, -2.931, 5.451], [-0.869, -2.755, 6.074], [-1.968, 3.495, -6.587], [1.977, 3.025, -4.024], [3.694, 0.550, 4.910], [-1.121, -2.317, -5.572], [5.179, -1.912, 6.348], [-3.639, -3.189, -7.188], [6.490, -2.343, 7.487], [-1.942, -3.252, -7.754], [1.389, -2.349, 0.589], [1.883, 1.035, 6.698], [-2.525, -1.682, -1.113], [-2.767, 0.299, 2.655], [5.623, -0.799, 7.665], [-1.461, 0.313, 0.954], [-0.327, 0.931, -5.725], [-4.538, 2.461, -10.225], [-4.088, -0.885, 0.518], [-1.392, 3.345, 4.833], [-1.708, -0.820, -4.805], [-1.718, 4.189, -8.206], [-2.485, 1.832, 4.677], [1.254, -0.623, 6.450], [3.005, -1.091, 4.719], [-3.218, 4.544, -7.298], [-4.305, 2.701, 2.749], [-3.174, 3.603, -10.269], [-3.588, 2.809, 1.078], [-4.252, 0.846, -0.040]], "mulliken_charge": [0.694, 0.459, 0.664, 0.414, 0.549, -0.511, -0.619, -0.567, -0.585, -0.516, -0.614, -0.545, 0.520, 0.045, -0.924, -0.880, -0.846, -1.127, -0.499, 0.164, -1.073, 0.187, -0.870, -0.735, -0.707, 0.631, -0.122, -1.057, 0.716, -0.779, -0.938, -0.667, -0.436, -0.556, -0.885, -0.085, -0.684, -0.983, -0.944, 0.335, 0.305, -0.096, 0.348, -0.012, 0.319, 0.337, 0.443, 0.393, 0.373, 0.261, 0.391, 0.400, 0.214, 0.423, -0.291, 0.417, 0.108, 0.080, 0.318, 0.247, 0.197, 0.464, 0.344, 0.321, -0.050, 0.467, 0.290, 0.357, 0.324, -0.014, 0.332, 0.496, 0.377, 0.111, 0.361, 0.397, 0.318, 0.479, 0.433, 0.551, 0.166, 0.315, -0.486, 0.160, 0.341, 0.457, 0.303, -0.073, 0.373, 0.219, 0.170, 0.083, 0.360, 0.351, 0.352, 0.423, 0.331]}